(1)
{"formula": "C8H24O4", "method": "ωB97M-V/def2-TZVPD", "smiles": "CCO.CCO.CCO.CCO", "max_force_ev_per_a": 1.201, "total_energy_ev": -16874.1341, "species": ["C", "C", "O", "H", "H", "H", "H", "H", "H", "C", "C", "O", "H", "H", "H", "H", "H", "H", "C", "C", "O", "H", "H", "H", "H", "H", "H", "C", "C", "O", "H", "H", "H", "H", "H", "H"], "positions_angstrom": [[-26.507, 9.132, -12.498], [-27.702, 9.772, -11.839], [-27.956, 9.110, -10.603], [-26.604, 8.073, -12.732], [-25.613, 9.261, -11.881], [-26.196, 9.666, -13.403], [-28.565, 9.777, -12.505], [-27.432, 10.817, -11.658], [-28.902, 8.943, -10.559], [-24.123, 13.644, -11.864], [-24.419, 12.469, -10.964], [-23.797, 11.293, -11.541], [-24.590, 14.513, -11.381], [-24.501, 13.526, -12.879], [-23.076, 13.924, -11.993], [-25.496, 12.319, -10.878], [-23.973, 12.629, -9.980], [-23.759, 10.602, -10.869], [-18.662, 13.239, -14.353], [-19.656, 12.750, -15.372], [-20.862, 13.507, -15.367], [-18.461, 14.293, -14.548], [-17.766, 12.616, -14.389], [-19.040, 13.162, -13.331], [-19.850, 11.679, -15.269], [-19.266, 12.860, -16.388], [-21.428, 13.078, -14.708], [-22.070, 8.859, -13.733], [-21.063, 9.941, -13.379], [-21.647, 11.235, -13.473], [-22.907, 8.820, -13.037], [-21.571, 7.882, -13.723], [-22.431, 8.980, -14.754], [-20.208, 9.890, -14.060], [-20.596, 9.754, -12.402], [-22.517, 11.173, -13.045]]}

***

(2)
{"formula": "C8H26B2O29", "method": "ωB97M-V/def2-TZVPD", "max_force_ev_per_a": 8.745, "total_charge": -2, "total_energy_ev": -69460.2574, "species": ["O", "C", "O", "B", "O", "C", "O", "O", "C", "O", "C", "O", "O", "O", "C", "O", "B", "O", "C", "O", "O", "C", "O", "C", "O", "O", "O", "H", "H", "O", "H", "H", "O", "H", "H", "O", "H", "H", "O", "H", "H", "O", "H", "H", "O", "H", "H", "O", "H", "H", "O", "H", "H", "O", "H", "H", "O", "H", "H", "O", "H", "H", "O", "H", "H"], "positions_angstrom": [[11.342, -22.107, -21.019], [10.893, -22.841, -20.165], [10.367, -23.956, -20.341], [9.522, -24.240, -19.141], [9.859, -23.132, -18.205], [10.637, -22.334, -18.853], [10.797, -21.176, -18.437], [9.663, -25.552, -18.486], [8.439, -25.913, -18.311], [8.175, -26.684, -17.373], [7.512, -25.168, -19.027], [8.079, -24.115, -19.442], [6.437, -25.506, -19.307], [15.390, -23.763, -16.755], [14.282, -24.226, -16.931], [13.519, -24.684, -16.032], [12.188, -25.011, -16.590], [12.367, -24.446, -17.971], [13.482, -23.915, -18.060], [13.703, -22.974, -18.848], [11.790, -26.427, -16.498], [10.819, -26.422, -15.702], [10.760, -27.298, -14.828], [10.331, -25.126, -15.381], [11.062, -24.314, -15.931], [9.466, -24.916, -14.526], [7.399, -23.936, -16.151], [7.965, -24.693, -15.985], [6.598, -24.441, -16.332], [8.464, -19.086, -18.954], [8.681, -18.157, -19.049], [9.238, -19.508, -19.288], [7.667, -27.335, -14.692], [8.151, -27.299, -15.540], [6.767, -27.489, -14.960], [4.742, -24.973, -17.012], [4.730, -25.507, -16.249], [4.704, -25.615, -17.734], [8.128, -21.713, -21.532], [7.542, -21.205, -22.142], [8.688, -22.146, -22.158], [5.859, -23.307, -21.116], [6.058, -23.998, -20.495], [6.685, -22.762, -21.098], [3.789, -26.984, -18.864], [4.511, -27.473, -19.275], [3.689, -26.216, -19.463], [7.073, -21.299, -18.128], [7.960, -20.978, -18.340], [6.865, -21.294, -17.185], [13.974, -20.783, -20.598], [13.583, -20.594, -19.723], [13.521, -21.558, -20.917], [10.786, -19.325, -20.695], [11.500, -18.943, -20.176], [11.064, -20.252, -20.859], [11.777, -21.112, -15.577], [12.597, -20.753, -15.224], [12.043, -21.218, -16.487], [9.013, -21.777, -15.760], [8.648, -22.540, -16.230], [9.903, -21.965, -15.969], [11.221, -18.383, -17.088], [11.293, -19.306, -17.456], [10.999, -18.486, -16.164]]}

***

(3)
{"formula": "C8H26IO9", "method": "ωB97M-V/def2-TZVPD", "max_force_ev_per_a": 12.848, "total_charge": -1, "total_energy_ev": -35229.4919, "species": ["I", "O", "H", "H", "C", "C", "O", "O", "H", "H", "H", "H", "H", "H", "C", "C", "O", "O", "H", "H", "H", "H", "H", "H", "C", "C", "O", "O", "H", "H", "H", "H", "H", "H", "C", "C", "O", "O", "H", "H", "H", "H", "H", "H"], "positions_angstrom": [[0.495, -0.812, 0.281], [-1.624, -1.245, 2.080], [-1.502, -2.144, 2.385], [-0.929, -1.114, 1.435], [1.085, -3.466, 1.454], [1.236, -3.291, 2.985], [2.204, -4.154, 3.522], [2.063, -2.711, 0.870], [0.144, -3.143, 1.008], [1.245, -4.492, 1.121], [0.315, -3.486, 3.535], [1.285, -2.210, 3.121], [1.732, -4.777, 4.079], [1.734, -1.821, 0.726], [0.636, 0.881, -3.254], [1.032, -0.552, -2.698], [1.890, -0.335, -1.584], [-0.048, 1.608, -2.329], [-0.035, 0.924, -4.111], [1.539, 1.419, -3.544], [1.642, -1.087, -3.426], [0.228, -1.249, -2.463], [1.517, -0.780, -0.820], [0.518, 1.939, -1.628], [-0.104, 3.543, -0.536], [0.521, 2.387, 0.127], [1.097, 1.470, -0.776], [1.003, 4.375, -0.967], [-0.659, 4.223, 0.110], [-0.776, 3.299, -1.359], [-0.206, 1.880, 0.761], [1.290, 2.704, 0.832], [0.922, 0.596, -0.420], [1.235, 4.312, -1.897], [-2.847, 0.587, 0.755], [-2.421, 1.261, -0.616], [-1.614, 0.288, -1.260], [-1.724, 0.663, 1.600], [-3.263, -0.420, 0.752], [-3.600, 1.289, 1.112], [-1.839, 2.167, -0.445], [-3.273, 1.498, -1.254], [-0.963, 0.058, -0.593], [-1.179, -0.079, 1.328]]}

***

(4)
{"formula": "C8H26N3O9PS4", "method": "ωB97M-V/def2-TZVPD", "max_force_ev_per_a": 0.788, "total_energy_ev": -84244.6494, "species": ["N", "C", "N", "N", "C", "O", "S", "O", "O", "P", "S", "H", "H", "H", "H", "H", "H", "H", "H", "H", "H", "O", "S", "O", "O", "C", "C", "C", "H", "H", "H", "H", "H", "H", "H", "H", "O", "S", "O", "O", "C", "C", "C", "H", "H", "H", "H", "H", "H", "H", "H"], "positions_angstrom": [[3.228, -0.270, 0.956], [1.838, -0.252, 0.491], [1.801, 0.456, -0.771], [0.871, 0.330, 1.437], [1.477, -1.713, 0.244], [0.263, -1.823, -0.531], [-0.981, -2.509, 0.165], [-1.938, -2.679, -0.882], [-1.512, -1.189, 1.057], [-2.277, 0.087, 0.395], [-1.810, 0.709, -1.360], [3.236, -0.514, 1.943], [3.582, 0.684, 0.918], [0.860, 0.805, -0.930], [2.427, 1.254, -0.745], [1.210, 1.245, 1.718], [0.784, -0.240, 2.275], [1.375, -2.250, 1.194], [2.269, -2.163, -0.348], [-3.619, -0.256, 0.561], [-2.037, 1.065, 1.357], [4.652, 2.564, 1.207], [4.932, 3.192, 2.467], [4.072, 4.241, 2.913], [6.434, 3.672, 2.465], [6.884, 4.468, 1.331], [6.410, 5.901, 1.402], [5.078, 1.976, 3.727], [6.563, 3.972, 0.415], [7.968, 4.403, 1.391], [5.330, 5.973, 1.283], [6.886, 6.471, 0.604], [6.678, 6.346, 2.360], [5.745, 1.190, 3.381], [4.076, 1.588, 3.901], [5.458, 2.454, 4.625], [-7.866, -3.089, -4.389], [-7.674, -3.450, -3.017], [-8.085, -2.536, -1.997], [-6.164, -3.864, -2.799], [-5.140, -2.951, -3.283], [-4.957, -1.747, -2.393], [-8.388, -5.025, -2.703], [-5.383, -2.670, -4.308], [-4.239, -3.561, -3.306], [-5.831, -1.097, -2.409], [-4.092, -1.171, -2.721], [-4.787, -2.068, -1.364], [-8.056, -5.719, -3.470], [-9.466, -4.888, -2.745], [-8.084, -5.351, -1.712]]}

***

(5)
{"formula": "C8H27FGaI2O7", "method": "ωB97M-V/def2-TZVPD", "max_force_ev_per_a": 0.832, "total_charge": -1, "total_energy_ev": -94361.0478, "species": ["C", "C", "Ga", "C", "I", "C", "C", "I", "C", "F", "C", "C", "H", "H", "H", "H", "H", "H", "H", "H", "H", "H", "H", "H", "H", "O", "H", "H", "O", "H", "H", "O", "H", "H", "O", "H", "H", "O", "H", "H", "O", "H", "H", "O", "H", "H"], "positions_angstrom": [[-1.815, -2.058, 0.096], [-0.690, -1.899, -0.605], [0.276, -0.135, -0.605], [0.172, 0.565, 1.345], [-1.292, 2.020, 1.717], [0.966, 0.133, 2.294], [2.052, -0.893, 2.159], [0.929, 0.835, 4.338], [-0.685, 1.224, -1.799], [-2.101, 0.916, -1.828], [-0.190, 1.212, -3.245], [-0.787, 0.049, -4.054], [-2.435, -1.212, 0.382], [-2.181, -3.042, 0.390], [-0.335, -2.738, -1.200], [1.820, -0.344, -0.994], [3.036, -0.421, 2.166], [2.015, -1.623, 2.970], [1.950, -1.429, 1.213], [-0.629, 2.233, -1.383], [-0.435, 2.170, -3.724], [0.897, 1.107, -3.219], [-1.048, -0.784, -3.400], [-1.680, 0.360, -4.602], [-0.051, -0.316, -4.775], [-5.163, -1.194, -0.285], [-4.704, -1.066, -1.121], [-5.107, -0.320, 0.124], [3.631, 3.340, 4.451], [3.224, 3.981, 5.041], [2.990, 2.614, 4.419], [-4.355, 1.735, -0.405], [-4.233, 2.553, 0.084], [-3.472, 1.515, -0.746], [0.218, 1.193, 8.012], [-0.643, 1.353, 8.408], [0.068, 1.301, 7.065], [1.395, -3.819, -2.190], [1.373, -4.315, -1.365], [2.169, -3.252, -2.106], [5.175, -1.521, 2.306], [5.050, -1.992, 3.136], [5.982, -1.012, 2.430], [-0.126, 1.067, -7.178], [-0.556, 1.632, -6.526], [-0.677, 0.278, -7.189]]}

***

(6)
{"formula": "C8H27MgN10O6", "method": "ωB97M-V/def2-TZVPD", "max_force_ev_per_a": 10.992, "total_charge": 1, "total_energy_ev": -41365.8387, "species": ["Mg", "C", "C", "C", "O", "H", "H", "H", "H", "H", "H", "H", "C", "O", "N", "N", "H", "H", "H", "H", "C", "O", "N", "N", "H", "H", "H", "H", "C", "O", "N", "N", "H", "H", "H", "H", "C", "O", "N", "N", "H", "H", "H", "H", "C", "O", "N", "N", "H", "H", "H", "H"], "positions_angstrom": [[0.208, 0.203, 0.127], [-3.530, 1.843, -1.345], [-2.956, 1.197, -0.033], [-3.593, -0.161, 0.184], [-1.603, 1.070, -0.080], [-3.244, 1.002, -1.976], [-3.093, 2.752, -1.758], [-4.611, 1.870, -1.487], [-3.160, 1.815, 0.842], [-3.579, -0.879, -0.637], [-4.640, 0.062, 0.389], [-3.125, -0.571, 1.079], [2.472, -1.777, -0.319], [1.997, -0.721, 0.051], [3.029, -1.986, -1.467], [2.267, -2.859, 0.323], [3.587, -2.780, -1.745], [3.259, -1.064, -1.811], [2.652, -3.736, 0.005], [1.615, -3.048, 1.072], [1.279, 2.916, -0.862], [1.296, 1.719, -0.619], [2.294, 3.472, -1.470], [0.227, 3.714, -0.677], [2.336, 4.475, -1.582], [3.108, 2.890, -1.608], [-0.396, 3.087, -0.188], [0.064, 4.602, -1.128], [0.321, -0.040, -2.981], [0.120, -0.378, -1.821], [1.197, 0.807, -3.249], [-0.327, -0.554, -3.971], [1.689, 0.891, -4.127], [1.603, 1.131, -2.383], [-1.025, -1.237, -3.710], [-0.064, -0.326, -4.919], [0.922, 0.452, 2.992], [0.457, 0.980, 1.983], [0.576, 0.821, 4.212], [2.009, -0.235, 2.994], [0.720, 0.129, 4.933], [-0.173, 1.469, 4.411], [2.357, -0.232, 2.046], [2.425, -0.867, 3.663], [-0.810, -2.315, 1.747], [-0.562, -1.300, 1.065], [-0.589, -3.459, 1.382], [-1.144, -2.280, 3.010], [-0.239, -3.681, 0.461], [-0.950, -4.271, 1.863], [-1.419, -1.484, 3.568], [-1.253, -3.127, 3.548]]}